Entry from the OMol25 dataset: a 2-piece molecular cluster, C3H9N overall (the ωB97M-V functional and the def2-TZVPD basis).

Structure (XYZ):
```
13
Properties=species:S:1:pos:R:3:forces:R:3
C -0.082 2.841 -5.999 -0.84 1.36 -0.47
C 1.071 2.220 -5.929 0.32 -1.29 -0.43
H -0.135 3.896 -6.251 0.36 0.19 0.25
H -1.098 2.464 -5.924 0.38 -0.76 0.18
H 2.028 2.713 -6.099 -0.32 0.03 0.14
H 1.099 1.124 -5.860 0.10 0.49 0.33
C -0.706 -2.042 4.709 0.08 0.52 -1.63
N -0.119 -2.517 5.927 -0.40 -0.16 -0.60
H -1.151 -1.029 4.614 0.31 -0.07 0.92
H -1.551 -2.661 4.376 0.52 -0.28 0.22
H 0.064 -2.043 3.910 -0.46 -0.20 0.11
H 0.543 -1.932 6.399 -0.25 -0.07 0.33
H -0.682 -3.180 6.417 0.19 0.26 0.64
```
Positions in Å, forces in eV/Å.

The value obtained for the relative energy (zero: lowest compared OMol25 entry of this formula, charge and spin) is 163.9 kJ/mol. Its max |F| is 0.0332 hartree/bohr. Its LUMO energy is 1.32 eV. Its molar mass is 59.11 g/mol. For the HOMO energy, the calculation gives -8.72 eV. Its SMILES is C=C.CN. As for the gap between HOMO and LUMO: 0.3692 hartree.

***

Entry from the OMol25 dataset: a 2-piece molecular cluster, C3H13N2O overall (the ωB97M-V functional and the def2-TZVPD basis).

Structure (XYZ):
```
19
Properties=species:S:1:pos:R:3:forces:R:3
N -0.104 0.635 0.645 0.06 0.59 -0.84
C -0.116 -0.582 -0.241 -1.03 -1.16 -0.66
C -1.333 -1.446 0.087 -1.17 -0.11 -1.80
C 1.149 -1.455 -0.191 0.62 -0.47 0.09
N 1.900 -1.155 1.009 1.32 -0.19 1.45
H 0.552 1.312 0.247 0.15 -0.07 0.36
H 0.130 0.501 1.633 0.08 -0.35 -0.20
H -1.023 1.077 0.531 0.07 0.01 0.30
H -0.202 -0.191 -1.247 -0.18 0.31 -0.11
H -2.348 -0.992 -0.002 0.82 0.65 1.19
H -1.104 -1.985 1.001 -0.68 -0.28 0.06
H -1.596 -2.112 -0.785 1.36 -0.12 0.94
H 0.894 -2.516 -0.252 -0.52 0.12 0.12
H 1.741 -1.338 -1.109 0.12 0.54 0.45
H 1.793 -1.790 1.806 -1.25 0.03 -0.38
H 2.902 -1.321 0.962 0.14 0.65 -1.06
H -1.586 3.357 -2.054 -0.49 -0.28 0.62
H -0.479 3.797 -1.226 -0.03 0.10 0.60
O -1.323 3.335 -1.112 0.64 0.02 -1.13
```
Positions in Å, forces in eV/Å.

The value obtained for the relative energy (zero: lowest compared OMol25 entry of this formula, charge and spin) is 114.4 kJ/mol. Its max |F| is 0.0419 hartree/bohr. Its LUMO energy is -3.17 eV. Its molar mass is 93.15 g/mol. For the HOMO energy, the calculation gives -14.05 eV. As for the gap between HOMO and LUMO: 0.4000 hartree. Its charge is +1.

***

Entry from the OMol25 dataset: the molecule C2H3NO2 (the ωB97M-V functional and the def2-TZVPD basis).

Structure (XYZ):
```
8
Properties=species:S:1:pos:R:3:forces:R:3
C 0.633 -0.672 1.029 1.62 -2.08 1.66
C 0.699 0.353 -0.060 1.71 -0.46 1.67
N -1.031 -0.328 -1.043 -1.32 -0.10 -0.65
O -0.024 -0.870 1.979 -0.04 0.53 -0.35
O -0.637 0.588 -0.122 -1.49 0.83 -2.89
H 1.188 1.238 0.361 0.30 -0.17 -0.46
H 1.188 -0.208 -0.913 -0.80 1.52 0.54
H -2.016 -0.102 -1.231 0.01 -0.06 0.47
```
Positions in Å, forces in eV/Å.

The value obtained for the relative energy (zero: lowest compared OMol25 entry of this formula, charge and spin) is 565.7 kJ/mol. Its max |F| is 0.0653 hartree/bohr. Its LUMO energy (spin up / spin down) is -0.23 / 0.32 eV. Its molar mass is 73.05 g/mol. For the HOMO energy (spin up / spin down), the calculation gives -7.50 / -9.56 eV. As for the gap between HOMO and LUMO (spin up / spin down): 0.2669 / 0.3631 hartree.